# 1
Density functional theory data (the ωB97M-V functional and the def2-TZVPD basis) for a gas-phase ion, C4H12N3 (charge +1).

Output
SMILES string   CCCNC(N)=[NH2+]
LUMO energy   -4.38 eV
HOMO   -14.69 eV
HOMO-LUMO gap   0.3787 Ha

The geometry in ORCA input format:
```
! wB97M-V def2-TZVPD RIJCOSX def2/J DEFGRID3
* xyz 1 1
C -0.88 -1.99 -1.34
C 0.34 -1.14 -1.91
C 0.43 0.29 -1.44
N 0.72 0.22 0.04
C 0.13 0.78 1.09
N -1.23 1.05 1.25
N 0.77 0.90 2.42
H -0.99 -1.94 -0.20
H -1.91 -1.50 -1.75
H -0.96 -3.03 -1.86
H 0.37 -1.28 -3.06
H 1.39 -1.58 -1.85
H -0.34 1.13 -1.64
H 1.26 0.79 -1.90
H 0.65 -0.80 0.24
H -1.70 1.22 0.28
H -1.92 1.24 2.11
H 0.39 1.76 2.93
H 1.82 1.13 2.32
*
```

# 2
Density functional theory data (the ωB97M-V functional and the def2-TZVPD basis) for 2 unconnected molecules or ions with the total composition C4H12N3.

Output
LUMO energy   -4.72 eV
HOMO   -14.03 eV
HOMO-LUMO gap   0.3422 Ha

The geometry in ORCA input format:
```
! wB97M-V def2-TZVPD RIJCOSX def2/J DEFGRID3
* xyz 1 1
C 1.64 0.03 0.73
C 0.58 0.86 0.39
C 0.54 2.03 -0.47
C -0.91 -3.13 0.15
N -0.67 0.81 1.17
N -0.42 2.89 -0.28
N 1.51 2.20 -1.44
H 1.72 -0.78 1.39
H 2.59 0.19 0.25
H -1.28 -4.10 0.53
H -0.90 -3.09 -0.86
H -1.61 -2.37 0.52
H -1.40 0.46 0.61
H -0.54 0.33 2.01
H -1.02 2.53 0.46
H -0.20 3.86 -0.56
H 1.51 3.11 -1.91
H 0.07 -2.86 0.56
H 2.32 1.60 -1.66
*
```

# 3
Density functional theory data (the ωB97M-V functional and the def2-TZVPD basis) for a gas-phase ion, C4H12N3 (charge +1).

Output
SMILES string   N/C=C(\[NH3+])CCN
LUMO energy   -3.20 eV
HOMO   -12.79 eV
HOMO-LUMO gap   0.3526 Ha

The geometry in ORCA input format:
```
! wB97M-V def2-TZVPD RIJCOSX def2/J DEFGRID3
* xyz 1 1
N 2.11 -0.14 1.70
C 1.06 -0.70 0.91
C -0.23 -0.27 0.69
N -0.48 1.15 1.04
C -1.11 -0.90 -0.37
C -1.15 -0.36 -1.92
N -0.24 0.85 -1.81
H 3.02 -0.30 1.35
H 1.99 -0.22 2.71
H 1.33 -1.45 0.23
H 0.27 1.81 1.28
H -1.00 1.43 0.06
H -1.17 1.19 1.86
H -2.21 -0.65 -0.27
H -1.01 -1.96 -0.55
H -0.76 -1.26 -2.37
H -2.28 -0.06 -2.18
H -0.19 1.20 -2.73
H 0.82 0.67 -1.78
*
```

# 4
Density functional theory data (the ωB97M-V functional and the def2-TZVPD basis) for 2 unconnected molecules or ions with the total composition C4H12N3.

Output
LUMO energy (alpha / beta)   -4.29 / -4.52 eV
HOMO (alpha / beta)   -12.23 / -12.66 eV
HOMO-LUMO gap (alpha / beta)   0.2918 / 0.2990 Ha

The geometry in ORCA input format:
```
! wB97M-V def2-TZVPD RIJCOSX def2/J DEFGRID3
* xyz 1 1
C 1.62 -1.94 0.35
C 1.48 1.87 0.35
C -2.26 -0.55 0.33
C 0.14 -0.09 -0.19
N 0.75 -1.04 0.49
N -0.03 -0.09 -1.60
N -1.18 0.45 0.45
H 1.86 -2.58 1.11
H 2.16 -1.97 -0.51
H 0.99 2.69 -0.02
H 1.99 1.69 1.23
H 2.15 1.44 -0.35
H -3.19 -0.24 1.05
H -2.68 -0.77 -0.59
H -1.76 -1.39 0.79
H -0.66 0.50 -2.11
H 0.90 0.00 -2.01
H -1.41 1.24 -0.11
H -0.87 0.77 1.34
*
```

# 5
Density functional theory data (the ωB97M-V functional and the def2-TZVPD basis) for a gas-phase ion, C4H12N3 (charge +1).

Output
SMILES string   N/C=N\CCC[NH3+]
LUMO energy   -2.78 eV
HOMO   -13.63 eV
HOMO-LUMO gap   0.3988 Ha

The geometry in ORCA input format:
```
! wB97M-V def2-TZVPD RIJCOSX def2/J DEFGRID3
* xyz 1 1
N 0.92 2.23 -1.95
C 0.51 2.02 -0.65
N 0.05 0.86 -0.22
C 0.17 -0.49 -0.97
C -0.82 -1.42 -0.15
C -0.27 -1.52 1.19
N -0.34 -0.28 2.03
H 0.60 3.11 -2.27
H 1.40 1.64 -2.62
H 0.36 2.90 -0.08
H 1.20 -0.83 -0.89
H -0.25 -0.52 -1.97
H -1.00 -2.33 -0.82
H -1.78 -0.95 -0.05
H -0.98 -2.29 1.73
H 0.78 -1.81 1.14
H 0.52 -0.48 2.67
H 0.03 0.60 1.26
H -1.09 -0.43 2.62
*
```

# 6
Density functional theory data (the ωB97M-V functional and the def2-TZVPD basis) for 2 unconnected molecules or ions with the total composition C4H12N3.

Output
⟨S²⟩   2.0141
LUMO energy (alpha / beta)   -3.03 / -7.14 eV
HOMO (alpha / beta)   -10.25 / -14.71 eV
HOMO-LUMO gap (alpha / beta)   0.2652 / 0.2781 Ha

The geometry in ORCA input format:
```
! wB97M-V def2-TZVPD RIJCOSX def2/J DEFGRID3
* xyz 1 3
C 1.84 0.31 -1.21
C -0.95 -0.97 -2.44
C 0.07 1.41 2.06
C -0.46 -0.69 -1.05
N 0.63 0.02 -1.13
N -1.09 -1.01 -0.02
N 0.22 -0.01 2.02
H 2.00 1.35 -1.06
H 2.70 -0.41 -1.34
H -0.92 0.09 -2.98
H -0.47 -1.60 -3.14
H -2.02 -1.15 -2.15
H -0.98 1.73 2.47
H 0.79 1.84 2.85
H 0.21 1.78 1.10
H -0.55 -0.69 1.00
H -2.03 -1.37 0.04
H 1.21 -0.25 2.09
H -0.21 -0.39 2.89
*
```

# 7
Density functional theory data (the ωB97M-V functional and the def2-TZVPD basis) for 2 unconnected molecules or ions with the total composition C4H12N3.

Output
⟨S²⟩   2.0159
LUMO energy (alpha / beta)   -2.77 / -6.04 eV
HOMO (alpha / beta)   -12.29 / -14.15 eV
HOMO-LUMO gap (alpha / beta)   0.3500 / 0.2978 Ha

The geometry in ORCA input format:
```
! wB97M-V def2-TZVPD RIJCOSX def2/J DEFGRID3
* xyz 1 3
C -2.34 -0.80 -0.26
C 1.16 -0.09 1.42
C -0.70 1.82 -0.40
C 1.18 0.22 -0.12
N -1.14 -1.05 -0.22
N 0.05 0.67 -0.75
N 1.39 -1.17 -0.78
H -2.93 -1.71 -0.06
H -2.81 0.16 -0.34
H 1.40 -1.13 1.59
H 0.16 0.01 1.73
H 1.84 0.41 2.14
H -0.37 2.34 0.48
H -0.94 2.54 -1.19
H -1.82 1.43 -0.26
H 2.16 0.77 -0.23
H 1.24 -1.29 -1.83
H 2.19 -1.75 -0.36
H 0.31 -1.40 -0.54
*
```

# 8
Density functional theory data (the ωB97M-V functional and the def2-TZVPD basis) for a molecular structure, C4H12N3O.

Output
LUMO energy   2.82 eV
HOMO   -3.03 eV
HOMO-LUMO gap   0.2150 Ha

The geometry in ORCA input format:
```
! wB97M-V def2-TZVPD RIJCOSX def2/J DEFGRID3
* xyz -1 1
C -0.60 -2.30 0.03
N -1.37 1.52 0.71
C -1.99 1.36 -0.63
O -2.48 0.13 -0.88
C 0.13 -1.07 -0.28
N 1.31 -0.92 0.41
C 2.08 0.32 -0.10
N 2.63 1.04 0.96
H -1.52 -2.59 -0.47
H 0.17 -3.06 0.14
H -1.53 0.68 1.26
H -1.21 1.66 -1.38
H -2.79 2.13 -0.65
H -0.98 -1.21 0.43
H -0.31 -0.42 -1.05
H 1.08 -0.71 1.39
H 1.35 0.95 -0.63
H 2.74 -0.10 -0.88
H -0.36 1.63 0.62
H 3.64 0.95 0.98
*
```

# 9
Density functional theory data (the ωB97M-V functional and the def2-TZVPD basis) for 2 unconnected molecules or ions with the total composition C4H12N3O.

Output
LUMO energy   -2.68 eV
HOMO   -12.52 eV
HOMO-LUMO gap   0.3618 Ha

The geometry in ORCA input format:
```
! wB97M-V def2-TZVPD RIJCOSX def2/J DEFGRID3
* xyz 1 1
C 1.27 2.39 0.34
N 0.73 2.49 -0.88
C 0.47 1.41 -1.78
O 1.39 1.31 1.01
H 1.58 3.36 0.79
H 0.74 3.40 -1.33
H 0.27 0.49 -1.26
H 1.31 1.25 -2.44
H -0.43 1.64 -2.34
C -1.52 -1.77 0.76
C -0.14 -1.86 0.54
N 0.79 -1.21 1.47
N -2.44 -2.16 -0.17
H -1.92 -1.33 1.69
H 0.31 -2.26 -0.36
H 1.12 -0.28 1.13
H 0.31 -1.09 2.40
H 1.60 -1.85 1.69
H -2.20 -2.41 -1.11
H -3.25 -1.53 -0.15
*
```

# 10
Density functional theory data (the ωB97M-V functional and the def2-TZVPD basis) for 2 unconnected molecules or ions with the total composition C4H12N3OS.

Output
LUMO energy   -4.57 eV
HOMO   -12.75 eV
HOMO-LUMO gap   0.3005 Ha

The geometry in ORCA input format:
```
! wB97M-V def2-TZVPD RIJCOSX def2/J DEFGRID3
* xyz 1 1
C 0.66 0.11 1.67
C -0.59 1.15 1.30
N -0.32 2.49 1.45
C -1.97 0.47 0.74
S -3.55 1.36 1.20
H 1.63 0.51 1.10
H 0.41 -0.95 1.22
H 0.92 0.10 2.81
H -1.18 3.00 1.16
H -1.89 0.47 -0.45
H -2.09 -0.65 1.06
H -4.64 0.98 0.37
H -3.88 1.23 2.56
C 1.70 -1.37 -1.66
O 0.86 -1.58 -0.81
N 2.18 -2.34 -2.46
N 2.23 -0.15 -1.88
H 2.88 -2.19 -3.17
H 1.82 -3.27 -2.33
H 1.89 0.61 -1.30
H 2.92 0.04 -2.58
*
```

Table of DFT total energy (eV), in record order: -8804.13037; -8805.82476; -8803.85190; -8801.44150; -8805.03785; -8800.76752; -8800.49988; -10854.32312; -10853.86465; -21686.13830
Table of relative energy (zero: lowest compared OMol25 entry of this formula, charge and spin) (kcal per mole), in record order: 83.1; 44.0; 89.5; 145.1; 62.2; 42.9; 49.0; 168.2; 28.3; 45.5
Table of F_max (Eh/bohr), in record order: 0.148; 0.083; 0.085; 0.111; 0.101; 0.096; 0.068; 0.054; 0.066; 0.121